{"formula": "C18H44MnO11P", "method": "ωB97M-V/def2-TZVPD", "max_force_ha_per_bohr": 0.0846, "relative_energy_kcal_mol": 0.0, "s2": 8.75, "gap_ev": [8.02, 7.56], "total_charge": 1, "spin_multiplicity": 6, "elements": ["O", "C", "H", "H", "H", "C", "O", "H", "H", "H", "C", "H", "H", "H", "C", "H", "H", "O", "Mn", "H", "C", "O", "H", "H", "C", "H", "H", "C", "P", "H", "C", "O", "H", "H", "H", "C", "C", "H", "H", "H", "H", "O", "H", "C", "O", "H", "H", "C", "H", "H", "H", "H", "H", "H", "H", "H", "H", "H", "C", "H", "C", "O", "H", "O", "C", "C", "O", "H", "C", "H", "H", "H", "O", "H", "C"], "xyz": [[5.6970, -3.9024, -22.0047], [5.8791, -2.7885, -18.4463], [2.9687, -6.8729, -23.3461], [4.8732, -2.7594, -25.0482], [6.2640, -2.2058, -24.1092], [9.6412, -6.2820, -22.8640], [4.6947, -7.6000, -22.3384], [5.1344, -2.7882, -17.6503], [3.5769, -6.0130, -21.8274], [-3.2058, -11.0466, -12.7421], [0.1719, -8.6034, -17.8925], [3.1870, -6.0394, -17.5838], [3.3463, -14.5320, -18.3156], [4.3545, -10.9900, -22.6434], [5.3011, -2.7128, -24.0468], [6.0755, -4.7313, -23.8264], [4.2950, -7.0046, -18.3525], [0.0038, -8.7938, -16.5513], [5.8249, -8.0717, -20.7236], [4.1951, -10.0510, -18.9116], [5.3054, -4.1328, -23.3399], [7.2620, -4.0430, -19.8497], [2.7895, -10.2322, -20.0904], [-2.2926, -12.1826, -13.8561], [3.4256, -6.9521, -22.3597], [9.6070, -5.9498, -23.9016], [4.7464, -1.9894, -23.4493], [-2.2864, -11.2506, -13.2910], [6.9584, -4.7290, -21.2958], [4.3583, -4.6414, -23.5205], [4.7424, -8.8537, -23.0371], [-2.0983, -10.0868, -14.0819], [4.2908, -12.3438, -20.8166], [9.5184, -5.3289, -20.9308], [1.5523, -7.6721, -19.2718], [-0.8464, -9.9327, -14.7439], [9.4345, -4.9964, -21.9655], [8.8805, -7.0580, -22.7789], [3.1070, -9.9186, -22.1715], [4.2258, -8.8608, -23.9969], [-1.8766, -8.6082, -16.0794], [8.2084, -4.3667, -22.2384], [2.2283, -8.1849, -17.6948], [-1.0883, -9.3609, -16.0768], [4.6607, -9.7564, -20.8864], [5.7616, -9.1769, -23.2488], [5.4346, -2.3953, -19.3606], [4.1492, -14.0014, -18.8274], [5.1123, -14.0406, -18.3184], [2.0247, -4.7074, -17.2718], [2.1535, -5.3358, -18.9544], [10.2675, -4.3506, -22.2433], [-0.2071, -9.2313, -14.2078], [6.7186, -2.1060, -18.3142], [10.6693, -6.6406, -22.8136], [4.1111, -14.4512, -19.8196], [5.3598, -11.8362, -19.4835], [-1.4908, -10.1673, -16.6898], [4.1926, -10.0163, -22.1811], [6.8467, -4.7520, -17.9953], [4.3280, -11.8757, -19.8329], [6.6153, -6.1978, -21.1974], [-1.5788, -11.3799, -12.4720], [4.8499, -7.3729, -19.0674], [1.3707, -7.7398, -18.1992], [6.3026, -4.2887, -18.8183], [3.5850, -12.6464, -18.9067], [2.7846, -7.5934, -21.7547], [2.2527, -5.5721, -17.8949], [-0.6732, -8.1383, -18.3999], [5.4460, -4.9194, -19.0561], [-0.3260, -10.8860, -14.8356], [1.0989, -6.4027, -17.6597], [0.3570, -9.5407, -18.4172], [3.8400, -10.4244, -19.8721]], "atomic_forces_ev_per_a": [[1.90, -1.25, 2.72], [-0.35, -1.66, -0.99], [0.50, 0.21, -0.16], [-0.04, -0.10, 0.07], [0.40, -0.71, -0.05], [-0.14, 1.51, -0.54], [0.13, -0.85, -2.44], [0.25, 0.26, 0.09], [-0.19, 0.00, -0.31], [-0.33, -0.45, -0.43], [0.10, 0.20, -1.70], [-0.09, 0.11, -0.02], [0.50, -0.15, 0.54], [0.75, -0.07, 0.33], [-0.28, -0.53, 0.64], [-0.03, -0.18, -0.15], [0.83, -0.70, -0.99], [4.13, 1.34, -0.20], [-0.46, 2.22, 3.21], [-0.68, 0.75, -0.15], [1.34, 1.86, -2.42], [-0.16, -1.70, -3.81], [0.08, -0.15, 0.16], [-0.28, 0.06, -0.24], [-0.53, -0.61, 1.21], [-0.32, 0.14, -0.17], [-0.54, -0.30, 0.03], [-0.05, 0.67, 0.61], [-1.34, 0.89, -0.21], [-0.14, 0.15, 0.83], [-0.28, -1.51, -0.16], [0.33, -0.29, -0.16], [0.05, -0.11, -0.23], [-0.04, 0.48, 0.19], [0.00, -0.08, -0.21], [-0.14, -0.21, 1.53], [1.76, -2.85, -0.83], [0.20, 0.00, 0.46], [-0.28, -0.03, 0.19], [-0.07, 0.43, 0.00], [-0.54, 0.05, 0.54], [-2.14, 0.17, 1.04], [0.36, 0.17, 0.00], [-3.70, -0.78, -0.57], [-0.26, -1.43, 0.56], [0.52, 0.90, 0.00], [-0.47, -0.05, 0.02], [-2.13, 0.87, -0.12], [-0.06, 0.04, -0.15], [0.52, 0.24, -0.23], [0.98, 0.36, -0.14], [-0.38, 0.41, 0.36], [0.12, -0.05, 0.38], [0.18, -0.51, 0.66], [-0.15, -0.29, 0.66], [0.69, 0.10, -0.20], [0.35, 0.03, -0.26], [0.07, -0.29, -0.57], [-1.49, 1.69, -1.15], [-0.05, -0.07, -0.07], [-0.66, -0.34, 0.33], [1.15, 1.19, -0.15], [0.67, 0.24, -0.14], [0.36, -0.40, -0.75], [-0.87, 1.21, 1.59], [-0.27, 2.80, 2.11], [0.90, -0.43, -0.42], [-0.46, 0.30, 0.11], [-2.32, -0.03, 0.34], [-0.55, 0.10, 0.24], [0.20, 0.02, -0.51], [0.10, -0.14, 0.08], [1.41, -1.70, -0.46], [-0.12, -0.57, -0.08], [1.54, -0.63, 0.72]], "lowdin_charge": [-0.184, -0.038, 0.112, 0.075, 0.074, -0.057, -0.303, 0.073, 0.102, 0.089, -0.219, 0.061, 0.092, 0.142, -0.045, 0.109, -0.071, -0.086, 1.025, 0.128, -0.259, -0.178, 0.139, 0.086, -0.028, 0.072, 0.074, -0.107, 0.607, 0.099, -0.142, -0.176, 0.117, 0.114, 0.112, -0.194, -0.250, 0.055, 0.131, 0.145, 0.144, -0.156, 0.120, -0.279, -0.251, 0.134, 0.064, -0.055, 0.094, 0.097, 0.090, 0.127, 0.133, 0.077, 0.079, 0.086, 0.132, 0.137, -0.178, 0.122, -0.220, -0.298, 0.081, -0.401, -0.183, -0.227, -0.178, 0.092, -0.089, 0.137, 0.086, 0.130, -0.176, 0.124, -0.092]}